{"formula": "C14H28Br14", "method": "ωB97M-V/def2-TZVPD", "elements": ["Br", "C", "C", "Br", "H", "H", "H", "H", "Br", "C", "C", "Br", "H", "H", "H", "H", "Br", "C", "C", "Br", "H", "H", "H", "H", "Br", "C", "C", "Br", "H", "H", "H", "H", "Br", "C", "C", "Br", "H", "H", "H", "H", "Br", "C", "C", "Br", "H", "H", "H", "H", "Br", "C", "C", "Br", "H", "H", "H", "H"], "positions_angstrom": [[-0.7517, -1.9717, 1.1689], [-0.3341, -0.4031, 0.0564], [1.0925, 0.1584, 0.1708], [1.4081, 1.7245, -1.0054], [-1.0744, 0.3763, 0.2369], [-0.4542, -0.7530, -0.9689], [1.8315, -0.6221, -0.0105], [1.3500, 0.3912, 1.2041], [-7.4361, -4.6396, 3.0107], [-6.2200, -5.9771, 2.0943], [-4.7699, -5.5296, 2.1262], [-3.5967, -6.7887, 1.1121], [-6.5198, -5.9703, 1.0463], [-6.4197, -7.0163, 2.3556], [-4.2815, -5.4762, 3.0992], [-4.6888, -4.5621, 1.6306], [9.6873, -1.6858, 4.1435], [8.5003, -1.6883, 2.6415], [7.5021, -0.5297, 2.9332], [6.1445, -0.2162, 1.5068], [8.1105, -2.7045, 2.7000], [9.1326, -1.6142, 1.7568], [7.9722, 0.4406, 3.0934], [6.9126, -0.7482, 3.8237], [0.8496, 8.4458, -3.2287], [0.3941, 8.5219, -1.2269], [0.7622, 7.1259, -0.6371], [-0.2259, 6.6892, 0.9744], [-0.6741, 8.7205, -1.1399], [0.9858, 9.2358, -0.6539], [1.8352, 6.9819, -0.5103], [0.4726, 6.3513, -1.3471], [1.0133, 1.9174, -7.3975], [-0.3915, 2.0837, -5.9817], [-1.3852, 0.8990, -6.1371], [-2.4421, 0.8036, -4.4806], [-0.7922, 3.0941, -6.0630], [0.1102, 2.0807, -5.0140], [-0.8986, -0.0194, -6.4656], [-2.1498, 1.0758, -6.8935], [0.6918, 1.5196, 5.2209], [-0.9650, 2.2861, 4.7407], [-1.5091, 3.3343, 5.7874], [-0.3478, 4.8621, 5.9781], [-1.7213, 1.5104, 4.6210], [-0.9253, 2.6863, 3.7276], [-1.5626, 2.8579, 6.7664], [-2.4791, 3.6941, 5.4441], [-3.4438, -4.0149, -2.6625], [-2.1761, -5.3833, -3.3746], [-0.7709, -4.8995, -3.0794], [0.3866, -5.8495, -4.2651], [-2.4310, -5.5599, -4.4196], [-2.2875, -6.3503, -2.8841], [-0.4951, -5.0362, -2.0338], [-0.5248, -3.8589, -3.2908]], "forces_ev_per_a": [[0.423, 0.664, -0.171], [0.374, 0.518, -1.026], [0.099, -0.880, 1.062], [-0.296, -0.954, 0.663], [0.022, -0.249, 0.230], [-0.222, -0.017, 0.121], [-0.065, 0.131, -0.839], [-0.354, 0.791, -0.059], [0.991, -1.125, -0.493], [-0.183, 0.139, -0.943], [0.278, 0.026, 0.116], [-0.666, 0.431, 0.283], [-0.203, 0.436, 0.049], [0.064, 0.345, 0.956], [-0.402, -0.065, -0.024], [0.154, -0.173, 0.015], [0.758, 0.096, 0.696], [-0.547, 0.439, 0.135], [-0.195, -0.609, -0.463], [0.614, -0.291, 0.374], [-0.612, 0.424, -0.340], [-0.385, 0.397, 0.013], [0.229, -0.307, -0.261], [0.120, -0.146, -0.159], [-0.246, 0.352, 1.759], [0.568, -1.506, 0.216], [-0.425, -0.078, -1.517], [0.249, 0.309, 0.043], [0.240, 0.001, -0.257], [-0.080, 0.457, -0.766], [-0.144, 0.347, 0.433], [-0.163, 0.093, 0.102], [-0.619, 0.139, 0.634], [0.211, -0.599, -0.270], [-0.069, 1.340, -0.314], [0.405, -0.341, -0.301], [-0.386, -0.353, -0.382], [0.176, -0.455, -0.217], [0.084, -0.086, 0.888], [0.212, 0.339, 0.001], [0.521, -0.289, 0.112], [-1.737, 1.168, 0.150], [0.653, -1.258, -1.027], [0.017, 0.110, -0.057], [0.122, -0.281, 0.517], [0.492, 0.435, 0.222], [-0.160, 0.148, -0.132], [0.096, -0.038, 0.173], [0.377, -0.811, -0.197], [-0.155, 0.357, 0.474], [-0.043, 0.738, -0.072], [0.728, -0.634, -0.196], [0.248, 0.557, 0.069], [-0.473, 0.261, 0.300], [-0.015, -0.431, -0.152], [-0.684, -0.012, -0.169]], "relative_energy_kcal_mol": 50.6, "smiles": "BrCCBr.BrCCBr.BrCCBr.BrCCBr.BrCCBr.BrCCBr.BrCCBr", "largest_force_ev_per_a": 2.10, "e_tot_ev": -995566.3539, "homo_lumo_gap_ev": 10.376, "e_homo_ev": -10.18}

***

{"formula": "C14H28Br14", "method": "ωB97M-V/def2-TZVPD", "elements": ["Br", "C", "C", "Br", "H", "H", "H", "H", "Br", "C", "C", "Br", "H", "H", "H", "H", "Br", "C", "C", "Br", "H", "H", "H", "H", "Br", "C", "C", "Br", "H", "H", "H", "H", "Br", "C", "C", "Br", "H", "H", "H", "H", "Br", "C", "C", "Br", "H", "H", "H", "H", "Br", "C", "C", "Br", "H", "H", "H", "H"], "positions_angstrom": [[20.0808, 12.5078, -6.3572], [19.1291, 10.8314, -6.3664], [18.9758, 10.2130, -7.7346], [20.6534, 9.8127, -8.6031], [18.1433, 11.0417, -5.9521], [19.6431, 10.1877, -5.6600], [18.4210, 10.8791, -8.3843], [18.4221, 9.2839, -7.6480], [16.7537, 24.7250, -5.5712], [17.8380, 23.2547, -6.2201], [18.8908, 23.6773, -7.1356], [18.1895, 24.4848, -8.7160], [17.1541, 22.5560, -6.6828], [18.2630, 22.7842, -5.3384], [19.4569, 22.7988, -7.4468], [19.5887, 24.3667, -6.6813], [17.5944, 18.9041, -6.4109], [18.1900, 17.3621, -7.4425], [18.5138, 16.2065, -6.5896], [17.0073, 15.6177, -5.5397], [19.0607, 17.7069, -7.9788], [17.3811, 17.1384, -8.1301], [19.2992, 16.4027, -5.8755], [18.8070, 15.3625, -7.2027], [20.6177, 22.8467, -11.0267], [20.5307, 20.9150, -11.1372], [20.9275, 20.2417, -9.8506], [22.8135, 20.3739, -9.5168], [21.2663, 20.6728, -11.8909], [19.5298, 20.6318, -11.4282], [20.7098, 19.1711, -9.9280], [20.4189, 20.5924, -8.9608], [20.0532, 15.2403, -3.3614], [18.9738, 13.7859, -2.6647], [19.7981, 12.8559, -1.8275], [20.7457, 11.5666, -2.8983], [18.5569, 13.3026, -3.5331], [18.2143, 14.2457, -2.0419], [19.1587, 12.3186, -1.1285], [20.5365, 13.3880, -1.2452], [21.7780, 16.7734, -7.6998], [22.6215, 15.5931, -8.9812], [21.8028, 14.4075, -9.4183], [20.0566, 14.8655, -10.0809], [23.6006, 15.3332, -8.6037], [22.7723, 16.2246, -9.8566], [21.7011, 13.6225, -8.6808], [22.2878, 13.9745, -10.2927], [16.5263, 10.4447, -7.6452], [15.9351, 11.7601, -8.9440], [17.0917, 12.6376, -9.2844], [16.5657, 13.7775, -10.8248], [15.1749, 12.3501, -8.4426], [15.5033, 11.2688, -9.7980], [17.9759, 12.1561, -9.6784], [17.3663, 13.3308, -8.5075]], "forces_ev_per_a": [[-0.026, 0.340, -0.262], [0.140, -0.210, 0.529], [1.854, 0.186, 0.081], [0.564, -0.119, -0.072], [0.377, 0.093, 0.017], [0.198, -0.103, -0.116], [1.451, -0.337, -0.141], [0.783, -0.176, -0.192], [-0.048, 0.075, 0.149], [-1.022, -0.475, 0.994], [1.197, -0.036, -0.521], [-0.161, 0.298, -0.501], [-0.144, -0.083, -0.101], [0.063, -0.009, 0.085], [-0.001, 0.007, -0.104], [0.037, 0.253, 0.050], [0.066, 0.165, -0.004], [-0.574, 0.718, -0.333], [0.265, -0.599, 0.477], [-0.350, -0.301, 0.053], [0.210, -0.071, -0.202], [-0.005, 0.033, -0.097], [0.159, 0.103, 0.105], [0.083, -0.134, -0.127], [-0.098, 0.053, 0.055], [0.542, 0.220, 0.289], [-0.384, -0.671, 0.055], [0.358, 0.057, 0.115], [-0.160, -0.255, -0.326], [-0.192, 0.030, -0.113], [0.108, 0.119, -0.067], [-0.109, 0.311, -0.032], [0.169, 0.074, -0.010], [0.216, 0.348, 0.083], [-0.130, -0.106, 0.362], [0.193, -0.247, 0.075], [-0.315, -0.112, -0.125], [-0.171, 0.079, -0.125], [0.003, -0.188, -0.169], [0.167, 0.107, 0.054], [0.095, -0.148, 0.267], [-0.217, 0.625, -0.876], [0.493, -0.368, -0.135], [-0.351, 0.082, 0.055], [0.023, -0.295, 0.261], [0.069, 0.069, 0.103], [-0.201, 0.042, 0.275], [0.150, -0.034, 0.111], [-5.182, 0.071, 0.220], [-0.282, 0.465, 0.482], [0.121, 0.780, -1.243], [-0.044, -0.133, 0.392], [-0.128, -0.059, -0.052], [0.031, -0.347, -0.190], [0.043, -0.260, 0.074], [0.064, 0.071, 0.366]], "relative_energy_kcal_mol": 50.9, "largest_force_ev_per_a": 5.19, "e_tot_ev": -995566.3426, "homo_lumo_gap_ev": 9.681, "e_homo_ev": -9.59}

***

{"formula": "C14H28Cl14", "method": "ωB97M-V/def2-TZVPD", "elements": ["Cl", "C", "C", "Cl", "H", "H", "H", "H", "Cl", "C", "C", "Cl", "H", "H", "H", "H", "Cl", "C", "C", "Cl", "H", "H", "H", "H", "Cl", "C", "C", "Cl", "H", "H", "H", "H", "Cl", "C", "C", "Cl", "H", "H", "H", "H", "Cl", "C", "C", "Cl", "H", "H", "H", "H", "Cl", "C", "C", "Cl", "H", "H", "H", "H"], "positions_angstrom": [[-4.0469, 1.6767, -1.3931], [-2.6192, 2.5952, -1.9284], [-1.9971, 1.8957, -2.9911], [-2.9595, 1.8288, -4.5012], [-1.9497, 2.8334, -1.1018], [-2.9857, 3.6101, -2.0828], [-1.8046, 0.8586, -2.7166], [-1.1020, 2.4899, -3.1751], [1.0200, -4.1513, 4.2995], [1.8358, -4.4939, 2.6889], [1.8793, -3.2665, 1.7767], [0.3656, -2.4817, 1.3681], [1.2828, -5.3184, 2.2390], [2.8602, -4.8169, 2.8745], [2.2428, -3.7098, 0.8496], [2.5640, -2.5171, 2.1736], [-0.2258, 1.1892, -1.9881], [-0.0306, -0.2967, -1.0540], [0.4001, 0.0027, 0.4041], [1.9987, 0.6920, 0.6444], [0.6335, -0.9795, -1.5840], [-1.0399, -0.7075, -1.0276], [0.4348, -0.9669, 0.9010], [-0.3858, 0.5671, 0.9059], [0.6060, 3.5219, -1.6891], [0.8071, 3.3831, 0.1253], [1.9291, 4.2055, 0.7652], [3.4883, 4.0198, -0.0039], [0.9506, 2.3549, 0.4573], [-0.1313, 3.6818, 0.5924], [2.0408, 4.0609, 1.8397], [1.5636, 5.2223, 0.6216], [-3.8200, -3.8404, 2.1488], [-2.4857, -2.7784, 1.5688], [-2.9442, -1.3118, 1.6395], [-2.0859, -0.3123, 0.5272], [-2.3676, -3.0668, 0.5243], [-1.6328, -3.0444, 2.1933], [-2.8524, -0.9382, 2.6594], [-3.9796, -1.1118, 1.3638], [1.5361, -1.7643, -2.5828], [2.2949, -2.1606, -4.1514], [2.8439, -0.9542, -4.8580], [1.5904, -0.0764, -5.8626], [1.5603, -2.7543, -4.6954], [3.1571, -2.7944, -3.9438], [3.4398, -1.4034, -5.6525], [3.4131, -0.3077, -4.1900], [1.3138, 1.0956, 2.6248], [-0.0914, 1.5674, 3.5893], [-1.4174, 1.2321, 2.9307], [-1.7055, 2.1886, 1.4303], [0.0464, 2.6472, 3.6436], [0.0318, 1.1485, 4.5880], [-2.0989, 1.5168, 3.7323], [-1.3714, 0.2398, 2.4821]], "forces_ev_per_a": [[-0.400, -0.027, 0.542], [-2.354, 2.206, 2.595], [-2.012, 0.188, -3.449], [-0.464, 0.443, -0.543], [0.026, -0.907, 0.137], [-0.149, -0.107, -1.016], [-1.878, 0.743, -1.517], [-0.346, -0.216, -1.268], [0.548, -0.154, -0.866], [-0.907, 0.532, 0.587], [0.973, -1.297, 0.279], [0.383, -4.498, 1.497], [-0.035, 0.162, 0.060], [-0.098, 0.104, 0.164], [0.283, 0.515, -0.186], [-0.122, -0.004, -0.168], [6.518, -5.016, 3.528], [0.339, 0.841, 1.297], [-0.293, 0.206, -1.705], [4.073, -2.936, -7.481], [-1.797, 1.934, 2.095], [1.114, -0.448, -0.718], [0.310, 3.188, -0.897], [2.078, 0.668, -0.439], [1.602, 3.493, 1.654], [-0.048, -0.256, 0.737], [-1.431, 1.083, -0.923], [0.557, -0.128, -0.166], [-0.443, 0.679, -1.148], [0.279, 0.457, -0.443], [-0.218, -0.487, -0.149], [0.695, 0.352, 0.090], [-0.094, 0.056, 0.161], [-1.479, -0.077, -0.151], [-1.226, -0.730, 0.887], [-3.180, -2.133, 0.018], [0.388, 0.036, 0.174], [-0.544, 0.349, -0.278], [0.150, 0.005, -0.033], [-0.148, -0.891, 0.138], [2.357, -1.984, -2.834], [0.278, -0.482, 0.409], [-0.741, -0.614, -1.358], [0.428, -0.062, 0.923], [0.143, 0.342, -0.234], [-0.055, -0.120, 0.140], [0.532, 0.424, 0.194], [-0.254, 0.164, -0.299], [-2.626, 1.323, 6.151], [0.734, 0.935, 0.836], [1.536, 0.694, 0.230], [-0.681, 2.056, 1.719], [-0.459, 0.064, 0.395], [-0.584, -0.069, 0.061], [-0.870, -0.619, -0.671], [-0.387, 0.020, 1.242]], "relative_energy_kcal_mol": 334.2, "largest_force_ev_per_a": 9.01, "e_tot_ev": -190273.7293, "homo_lumo_gap_ev": 8.413, "e_homo_ev": -8.30}